Here is 2 unconnected molecules or ions with the total composition C5H11NO from the OMol25 dataset. Energies are from ωB97M-V with the def2-TZVPD basis set.

```
18
Properties=species:S:1:pos:R:3:mulliken_charge:R:1
C 1.7411 -1.4293 0.1089 -1.17
C 0.5380 -1.1564 0.9990 -0.39
N -0.0361 0.1500 0.6969 -0.19
C -1.4517 0.3235 0.8647 -0.44
C -0.8480 0.2125 -0.4949 0.40
C -0.5305 1.2875 -1.4819 -0.97
O 0.5364 2.0057 -1.5314 -0.40
H 2.2286 -2.3665 0.3952 0.40
H 2.4668 -0.6149 0.1889 0.30
H 1.4413 -1.5120 -0.9425 0.30
H -0.2097 -1.9627 0.8847 0.29
H 0.8383 -1.1400 2.0524 0.34
H -2.0383 -0.5322 1.2048 0.26
H -1.7699 1.3152 1.1772 0.29
H -1.0696 -0.7274 -1.0136 0.51
H -1.0026 1.1012 -2.4590 0.24
H -0.9824 2.6076 -0.1323 0.05
H 0.1485 2.4382 -0.5172 0.19
```

Output
frontier orbital gap (alpha / beta): 7.9 / 7.9 eV
energy above the lowest of the compared OMol25 structures with the same formula, charge and spin: 6.7217 eV
HOMO energy (alpha / beta): -8.201 / -8.201 eV
charge: 0



Here is a molecular structure, C21H39Cl24GaO3P at a distorted geometry from the OMol25 dataset. Energies are from ωB97M-V with the def2-TZVPD basis set.

```
89
Properties=species:S:1:pos:R:3:mulliken_charge:R:1
C -6.1815 -0.7081 8.9480 -1.58
C -5.8391 -1.4269 7.6440 0.40
C -4.6994 -2.4512 7.8957 -0.98
C -3.6171 -2.3593 6.8128 -0.53
C -4.0005 -3.1636 5.5783 -0.15
C -2.8470 -3.2797 4.5727 -0.95
C -2.5481 -1.9159 3.9495 -0.37
C -1.7688 -1.9754 2.6452 -0.16
C -1.3997 -0.5401 2.2053 -1.00
C -1.4055 -0.3081 0.6951 0.03
C -0.0391 -0.5490 0.0061 -0.41
C 0.3602 0.6590 -0.8440 -0.32
C 1.3621 0.3356 -1.9829 -0.94
Ga 2.9893 1.5454 -2.1058 -0.33
O 4.5174 0.4991 -1.7097 -0.54
P 2.9135 3.3682 -0.5834 0.13
O 2.5760 4.7613 -1.4950 -0.41
O 4.4368 3.5489 0.1200 -0.46
H -6.5568 -1.4367 9.6620 0.36
H -5.3017 -0.2133 9.3502 0.40
H -6.9454 0.0525 8.7927 0.38
H -6.7177 -1.9406 7.2678 -0.24
H -5.4743 -0.7129 6.9096 0.34
H -4.2645 -2.2679 8.8751 0.37
H -5.1030 -3.4590 7.8558 0.37
H -2.6620 -2.7132 7.2039 0.44
H -3.4629 -1.3184 6.5412 0.26
H -4.3982 -4.1363 5.8628 0.53
H -4.7912 -2.6054 5.0745 -0.20
H -3.0589 -4.0419 3.8251 0.36
H -1.9842 -3.6215 5.1460 0.30
H -3.5051 -1.4456 3.7253 0.31
H -1.9815 -1.3061 4.6473 0.28
H -0.8693 -2.5860 2.7202 0.31
H -2.3623 -2.3937 1.8358 -0.04
H -2.1833 0.0953 2.6242 0.51
H -0.4735 -0.2135 2.6736 0.35
H -2.1774 -0.8998 0.2029 -0.55
H -1.6822 0.7320 0.5379 0.41
H -0.1206 -1.4445 -0.6070 0.35
H 0.7142 -0.7071 0.7723 0.12
H 0.7753 1.4001 -0.1612 0.27
H -0.5222 1.1286 -1.2720 0.13
H 1.6769 -0.7055 -1.9589 0.44
H 0.8224 0.4769 -2.9195 0.53
H 3.1760 2.1213 -3.6105 -0.10
H 5.2182 0.7669 -2.3280 0.20
H 2.2526 5.4076 -0.8486 0.32
H 5.0901 3.0295 -0.3778 0.31
C 0.0076 4.1123 -4.0252 0.32
Cl 0.5388 2.8885 -5.1756 -0.05
Cl -0.5470 5.5720 -4.8635 -0.17
Cl -1.2634 3.4799 -2.9752 -0.14
H 0.8568 4.3791 -3.4031 -0.01
C -4.1851 -2.5428 -1.5569 -0.02
Cl -5.0571 -3.7300 -2.5347 -0.15
Cl -4.3447 -2.9102 0.1620 -0.08
Cl -2.4880 -2.4729 -2.0209 -0.08
H -4.6277 -1.5718 -1.7342 0.30
C 2.8746 -0.1870 -7.4269 0.95
Cl 3.1432 -1.2221 -6.0307 -0.04
Cl 2.4214 -1.1453 -8.8467 -0.17
Cl 1.6546 1.0323 -7.0679 -0.10
H 3.7994 0.3238 -7.6513 -0.66
C 6.1051 2.5733 -7.2901 0.35
Cl 6.1693 1.2430 -8.4599 -0.19
Cl 4.7802 2.3681 -6.1479 0.01
Cl 7.6462 2.7220 -6.4443 -0.13
H 5.9371 3.4887 -7.8397 -0.06
C 6.3944 -3.7776 -6.2303 0.01
Cl 7.1411 -5.0830 -7.1623 -0.14
Cl 5.9212 -2.4467 -7.2813 -0.05
Cl 5.0134 -4.3786 -5.3138 -0.12
H 7.1280 -3.4062 -5.5278 0.29
C -8.3645 -0.8226 4.3208 -0.06
Cl -6.9916 -1.4492 3.4101 -0.07
Cl -8.6869 -1.8141 5.7477 -0.13
Cl -8.0949 0.8588 4.7822 -0.13
H -9.2361 -0.8616 3.6820 0.37
C 4.3683 0.3266 2.4405 -0.09
Cl 3.4912 -0.3117 3.8449 -0.17
Cl 5.6853 -0.7655 1.9896 -0.14
Cl 3.2885 0.6084 1.0958 -0.01
H 4.8039 1.2760 2.7236 0.29
C 7.3170 6.6135 -8.3348 0.03
Cl 6.6194 5.4791 -9.4964 -0.13
Cl 6.8117 6.2434 -6.6870 -0.08
Cl 9.0773 6.6260 -8.4630 -0.12
H 6.9553 7.6020 -8.5823 0.32
```

Output
frontier orbital gap: 5.5 eV
HOMO energy: -3.820 eV
charge: -1



Here is a molecular structure, C25H32NO12P2SSiTa at a distorted geometry from the OMol25 dataset. Energies are from ωB97M-V with the def2-TZVPD basis set.

```
75
Properties=species:S:1:pos:R:3:mulliken_charge:R:1
Ta 0.5617 0.4631 1.0905 2.50
C 3.9518 -2.6262 2.3012 -1.71
C 2.9251 -1.5238 2.1022 0.71
O 1.9156 -1.8234 1.1246 -0.35
P 1.8964 -1.1780 3.5729 0.35
O 1.2217 -2.4933 4.0571 -0.50
O 2.7356 -0.6437 4.7530 -0.47
O 0.8527 -0.2198 3.0121 -0.48
P 3.6879 0.1259 1.7413 0.86
O 4.7208 -0.0624 0.5794 -0.52
O 4.1742 0.7084 3.0025 -0.86
O 2.4663 0.8478 1.0438 -0.23
H 3.4639 -3.5628 2.5682 0.43
H 4.6507 -2.3531 3.0936 0.43
H 4.5206 -2.7755 1.3830 0.45
H 2.3202 -1.9408 0.2511 0.30
H 1.3133 -2.7379 4.9910 0.37
H 3.3881 0.0443 4.4539 0.46
H 5.6415 0.1560 0.7919 0.41
O -0.8975 -0.8451 0.9561 -0.63
S -1.3094 -2.0521 -0.0020 -0.09
C -2.5668 -2.8546 0.9209 0.87
C -3.6690 -2.1777 1.4411 -0.19
C -4.6143 -2.9046 2.1361 -0.84
C -4.4625 -4.2821 2.2926 -0.45
C -3.3625 -4.9404 1.7692 -0.83
C -2.3920 -4.2231 1.0813 -0.37
C -2.1226 -1.2479 -1.3474 1.06
C -2.0194 -1.9252 -2.5579 -0.64
C -2.6641 -1.4021 -3.6689 -0.79
C -3.3693 -0.2119 -3.5592 -0.57
C -3.4383 0.4650 -2.3457 -0.99
C -2.8187 -0.0522 -1.2201 -0.05
H -3.7849 -1.1120 1.3135 0.36
H -5.4777 -2.4052 2.5534 0.44
H -5.2156 -4.8423 2.8304 0.43
H -3.2544 -6.0085 1.8958 0.44
H -1.5249 -4.7275 0.6740 0.46
H -1.4504 -2.8442 -2.6346 0.49
H -2.6106 -1.9238 -4.6151 0.52
H -3.8698 0.1968 -4.4270 0.49
H -3.9829 1.3967 -2.2748 0.48
H -2.8566 0.4816 -0.2809 0.33
C -0.5010 5.1813 2.0558 -1.11
Si 0.7436 3.8304 1.7624 0.13
C 2.0416 3.7926 3.0964 -0.88
C 1.5055 4.0297 0.0698 -0.79
C -0.2567 2.1718 1.8828 -0.52
H -0.0165 6.1597 2.0426 0.33
H -0.9940 5.0720 3.0237 0.35
H -1.2731 5.1834 1.2836 0.34
H 2.6238 4.7162 3.0819 0.37
H 2.7476 2.9655 2.9941 0.20
H 1.5779 3.7172 4.0832 0.32
H 2.0111 4.9981 0.0377 0.52
H 0.7419 4.0324 -0.7097 0.12
H 2.2482 3.2715 -0.1833 0.23
H -1.1945 2.3761 1.3510 0.26
H -0.4613 2.0213 2.9489 0.78
O 1.0261 -0.4324 -0.9584 -0.71
C 0.4745 0.5754 -1.4899 -0.07
O 0.0026 1.4326 -0.6386 -0.49
C 0.3422 0.7737 -2.9256 0.50
C -0.2404 1.9329 -3.4351 -0.26
C -0.3795 2.0836 -4.8056 -0.98
C 0.0446 1.0779 -5.6641 -0.45
C 0.6087 -0.0666 -5.1242 -0.40
C 0.7809 -0.2414 -3.7722 -0.16
N 1.0264 -1.1634 -6.0291 1.07
O 1.4216 -2.1843 -5.5036 -0.60
O 0.8880 -0.9825 -7.2147 -0.59
H -0.5742 2.7091 -2.7597 0.56
H -0.8175 2.9837 -5.2136 0.47
H -0.0567 1.1658 -6.7367 0.58
H 1.2348 -1.1455 -3.3942 0.80
```

Output
frontier orbital gap: 8.6 eV
energy above the lowest of the compared OMol25 structures with the same formula, charge and spin: 0.0000 eV
HOMO energy: -14.929 eV
charge: +2



Here is 2 unconnected molecules or ions with the total composition C3H9N at a distorted geometry from the OMol25 dataset. Energies are from ωB97M-V with the def2-TZVPD basis set.

```
13
Properties=species:S:1:pos:R:3:mulliken_charge:R:1
N -0.0759 2.8062 -0.9691 -0.63
H 0.4501 3.4458 -1.5251 0.23
H 0.5345 2.0566 -0.6614 0.19
H -0.3589 3.2350 -0.0970 0.22
C 0.3858 -0.6319 1.1453 -1.03
C -0.2376 -1.0945 -0.1495 0.12
C -0.5737 -2.3537 -0.3663 -0.79
H 1.4702 -0.7328 1.0691 0.27
H -0.0365 -1.1089 2.0232 0.36
H 0.2762 0.4480 1.2799 0.26
H -0.5250 -0.2895 -0.8194 0.27
H -1.1463 -2.6721 -1.2254 0.27
H -0.1628 -3.1082 0.2958 0.25
```

Output
frontier orbital gap: 10.6 eV
energy above the lowest of the compared OMol25 structures with the same formula, charge and spin: 0.9397 eV
structure (SMILES): C=CC.N
HOMO energy: -9.596 eV
charge: 0